41
Properties=species:S:1:pos:R:3 method="wB97M-V/def2-TZVPD" orbital_gap_ev=4.84 energy_ev=-190187.108 charge=-1 lumo_ev=-0.39
O 0.48 0.98 5.34
S 0.60 -0.08 4.18
O -0.85 -0.50 3.82
O 1.48 -1.48 4.69
C 1.45 0.78 2.70
C 2.51 1.94 3.15
C 3.95 1.39 3.73
F 4.85 2.60 3.80
Br 3.84 0.73 5.65
C 4.72 0.32 2.74
F 4.82 0.87 1.36
F 4.08 -1.01 2.66
Br 6.60 0.11 3.50
H 0.56 1.35 2.15
H 1.86 0.01 1.91
H 2.78 2.64 2.22
H 2.06 2.68 3.96
C -3.36 -1.79 1.00
C -2.13 -1.37 1.34
C -0.98 -1.54 0.43
O 0.14 -1.16 0.75
C -1.24 -2.20 -0.87
C -2.46 -2.62 -1.21
C -3.61 -2.45 -0.30
O -4.73 -2.83 -0.61
H -4.21 -1.68 1.66
H -1.93 -0.89 2.29
H -0.38 -2.32 -1.52
H -2.66 -3.10 -2.15
C -1.25 -0.35 -5.54
C -0.79 0.78 -6.09
C -1.02 2.09 -5.45
O -0.60 3.13 -5.96
C -1.79 2.11 -4.19
C -2.25 0.99 -3.64
C -2.02 -0.33 -4.28
O -2.44 -1.36 -3.78
H -1.09 -1.32 -5.99
H -0.22 0.78 -7.01
H -1.95 3.08 -3.74
H -2.82 0.98 -2.72

---

43
Properties=species:S:1:pos:R:3 method="wB97M-V/def2-TZVPD" orbital_gap_ev=5.65 energy_ev=-129749.005 charge=-2 lumo_ev=3.98
Ca 0.19 0.06 -0.27
O 1.94 1.45 1.74
C 1.32 1.28 3.01
C 0.53 -0.01 3.12
N -0.56 -0.11 2.14
C -1.20 -1.43 2.22
C -2.09 -1.73 1.00
O -3.15 -2.33 1.18
O -1.62 -1.33 -0.12
C -1.55 0.96 2.29
C -1.18 2.27 1.58
O -1.67 3.32 2.01
O -0.40 2.15 0.57
H 1.32 1.99 1.21
H 2.12 1.25 3.76
H 0.70 2.15 3.24
H 1.20 -0.85 2.93
H 0.13 -0.09 4.14
H -0.41 -2.19 2.23
H -1.79 -1.54 3.14
H -2.49 0.62 1.84
H -1.76 1.17 3.35
Cl -0.78 5.31 -5.69
C -0.19 4.10 -4.59
C -1.01 3.07 -4.16
Cl -2.65 2.98 -4.73
C -0.54 2.10 -3.29
Cl -1.56 0.81 -2.74
C 0.79 2.11 -2.78
O 1.23 1.21 -2.00
C 1.60 3.18 -3.25
Cl 3.23 3.23 -2.67
C 1.12 4.14 -4.12
Cl 2.17 5.43 -4.64
Te 2.49 -2.12 0.39
C 1.51 -3.97 0.04
C 0.21 -4.23 -0.31
C -0.08 -5.62 -0.42
C 1.01 -6.41 -0.18
S 2.38 -5.45 0.20
H -0.52 -3.45 -0.47
H -1.06 -6.00 -0.68
H 1.07 -7.49 -0.20

---

43
Properties=species:S:1:pos:R:3 method="wB97M-V/def2-TZVPD" orbital_gap_ev="7.90 / 8.29" energy_ev=-187315.168 spin_multiplicity=4 s_squared=3.8339 lumo_ev="-0.10 / -0.30"
Cr -0.45 -0.15 0.21
Cl -1.45 -2.05 1.05
C 0.16 -2.54 0.64
C 1.01 -1.57 0.10
C 2.32 -1.89 -0.25
Cl 3.26 -0.60 -0.91
C 2.80 -3.19 -0.07
Cl 4.44 -3.57 -0.52
C 1.96 -4.17 0.48
Cl 2.55 -5.79 0.71
C 0.63 -3.85 0.83
Cl -0.43 -5.05 1.51
O 0.55 3.76 4.14
C 0.87 2.54 4.63
O 1.30 2.43 5.78
C 0.68 1.38 3.77
C 0.97 0.08 4.15
N 0.67 -0.73 3.09
N 0.21 -0.06 2.03
C 0.22 1.21 2.44
C -0.24 2.22 1.51
O -0.24 3.44 1.89
O -0.58 1.71 0.41
H 0.21 3.75 3.20
H 1.35 -0.33 5.07
H 0.76 -1.73 3.01
C -1.63 3.14 -1.79
N -1.44 1.97 -2.63
C -0.85 1.94 -3.85
C -0.87 0.64 -4.31
N -1.47 -0.13 -3.39
C -1.71 -1.57 -3.48
C -1.81 0.69 -2.37
Se -2.63 0.18 -0.91
H -1.21 4.05 -2.28
H -1.10 2.99 -0.82
H -2.71 3.30 -1.60
H -0.44 2.80 -4.36
H -0.48 0.29 -5.26
H -1.31 -1.97 -4.44
H -2.80 -1.78 -3.43
H -1.19 -2.09 -2.64
H 0.13 0.31 -1.31

---

42
Properties=species:S:1:pos:R:3 method="wB97M-V/def2-TZVPD" orbital_gap_ev=7.02 energy_ev=-53365.083 lumo_ev=-1.36
Ir -0.27 -0.38 -0.69
O 3.46 -1.21 0.89
C 2.27 -1.03 0.70
N 1.74 -0.19 -0.22
C 2.65 0.44 -1.15
C 1.87 1.32 -2.06
C 2.47 2.18 -2.97
C 1.66 2.99 -3.75
C 0.28 2.93 -3.59
C -0.24 2.05 -2.67
N 0.55 1.25 -1.93
C 1.21 -1.71 1.50
C 1.50 -2.78 2.33
C 0.45 -3.37 3.02
C -0.83 -2.85 2.89
C -1.03 -1.78 2.05
N -0.02 -1.23 1.36
H 3.16 -0.32 -1.75
H 3.42 1.00 -0.62
H 3.54 2.21 -3.05
H 2.10 3.67 -4.47
H -0.38 3.55 -4.17
H -1.30 1.96 -2.49
H 2.52 -3.12 2.40
H 0.64 -4.22 3.67
H -1.66 -3.27 3.44
H -2.00 -1.32 1.93
O -1.29 -3.91 -2.31
Cl -0.90 -3.18 -1.17
O -0.81 -3.99 -0.01
O -1.84 -2.07 -0.92
O 0.39 -2.49 -1.40
N -0.69 1.66 1.79
C -1.77 1.56 0.98
O -1.65 1.05 -0.21
C -3.00 2.03 1.42
C -3.15 2.50 2.74
N -3.24 2.85 3.84
C -4.14 1.97 0.57
N -5.07 1.94 -0.10
H 0.17 1.24 1.49
H -0.77 2.05 2.71

---

39
Properties=species:S:1:pos:R:3 method="wB97M-V/def2-TZVPD" orbital_gap_ev="8.30 / 5.44" energy_ev=-66207.652 spin_multiplicity=6 charge=+1 s_squared=8.7843 lumo_ev="-3.52 / -6.38"
Ru -0.03 0.55 -0.20
N -2.21 0.95 0.65
C -2.66 2.29 0.38
C -3.77 2.84 0.95
C -4.17 4.16 0.64
C -3.46 4.90 -0.25
C -2.30 4.36 -0.86
C -1.51 5.08 -1.79
C -0.39 4.50 -2.32
C -0.04 3.21 -1.90
N -0.74 2.52 -1.03
C -1.88 3.06 -0.52
H -2.72 0.28 0.07
H -2.41 0.69 1.61
H -4.37 2.24 1.63
H -5.06 4.57 1.11
H -3.77 5.91 -0.51
H -1.81 6.08 -2.08
H 0.23 5.02 -3.04
H 0.86 2.74 -2.28
S 1.33 0.97 1.93
C 2.57 0.83 0.80
N 2.25 0.84 -0.50
C 3.33 0.56 -1.28
C 3.32 0.43 -2.68
C 4.50 0.14 -3.31
C 5.70 -0.01 -2.57
C 5.74 0.10 -1.20
C 4.53 0.39 -0.55
S 4.24 0.58 1.13
H 2.39 0.51 -3.23
H 4.53 0.02 -4.38
H 6.61 -0.24 -3.11
H 6.66 -0.02 -0.65
O 1.04 -1.91 -0.27
Cl -0.03 -1.95 -1.25
O -0.17 -3.19 -1.89
O -1.26 -1.53 -0.54
O 0.24 -0.85 -2.20

---

42
Properties=species:S:1:pos:R:3 method="wB97M-V/def2-TZVPD" orbital_gap_ev=7.89 energy_ev=-52238.259 lumo_ev=-0.84
Ir 0.11 -0.04 -0.17
S 4.24 0.33 1.52
C 4.42 0.09 -0.17
C 3.23 -0.06 -0.82
C 2.12 0.01 0.06
C 2.53 0.21 1.35
C 1.50 0.38 2.33
C 1.63 0.68 3.68
C 0.50 0.85 4.45
C -0.76 0.71 3.87
C -0.84 0.41 2.53
N 0.26 0.24 1.79
H 5.41 0.08 -0.60
H 3.17 -0.20 -1.89
H 2.62 0.81 4.10
H 0.59 1.09 5.50
H -1.67 0.84 4.44
H -1.78 0.32 2.01
O -3.79 0.75 -1.33
C -2.69 0.86 -0.84
O -1.88 -0.16 -0.67
C -2.23 2.21 -0.32
C -3.24 3.12 -0.03
C -2.95 4.38 0.45
C -1.65 4.78 0.68
C -0.65 3.88 0.41
C -0.88 2.60 -0.15
O 0.17 1.91 -0.52
N 0.72 4.25 0.80
O 1.13 5.33 0.45
O 1.33 3.46 1.49
N -4.04 5.31 0.75
O -5.18 4.92 0.57
O -3.74 6.41 1.18
H -4.27 2.82 -0.21
H -1.42 5.76 1.08
N 1.06 -2.90 0.38
N -0.12 -2.12 0.16
H 0.87 -3.66 1.03
H 1.76 -2.28 0.79
H -0.79 -2.22 0.93
H -0.59 -2.51 -0.66